Entry 1:
{"formula": "C3H10NOP", "method": "ωB97M-V with the def2-TZVPD basis set", "elements": ["C", "P", "N", "C", "C", "O", "H", "H", "H", "H", "H", "H", "H", "H", "H", "H"], "positions_angstrom": [[-2.098, -0.655, -0.254], [-0.628, 0.152, -1.171], [0.317, 0.481, 0.270], [1.217, 1.588, -0.098], [0.959, -0.734, 0.810], [1.418, -1.683, -0.143], [-1.943, -1.749, -0.300], [-2.298, -0.271, 0.773], [-2.980, -0.529, -0.878], [-1.145, 1.536, -1.255], [1.255, 1.714, -1.216], [0.820, 2.509, 0.313], [2.205, 1.481, 0.305], [1.827, -0.312, 1.509], [0.433, -1.215, 1.578], [0.642, -2.314, -0.245]], "forces_ev_per_a": [[0.4, 0.0, -0.6], [-1.6, 0.5, 1.1], [0.5, -0.9, -0.3], [-0.5, 0.1, -0.7], [2.8, 2.6, 0.9], [-1.6, -0.8, 0.3], [0.1, 0.4, 0.5], [0.4, -0.3, -0.8], [-0.2, 0.2, 0.0], [0.2, -1.1, 0.1], [0.4, -0.1, 0.9], [-0.2, 0.3, 0.0], [0.6, -0.3, 0.0], [-1.1, -0.9, -2.0], [-1.8, -0.7, 0.6], [1.7, 1.0, 0.0]], "nbo_charge": [-0.937, 0.718, -0.743, -0.418, 0.080, -0.713, 0.213, 0.237, 0.232, -0.052, 0.182, 0.198, 0.204, 0.162, 0.168, 0.470], "energy_ha": -591.59047, "smiles": "CPN(C)CO", "relative_energy_kcal_mol": 57.88}

Entry 2:
{"formula": "C3H10NOP3", "method": "ωB97M-V with the def2-TZVPD basis set", "elements": ["C", "C", "C", "N", "P", "O", "P", "P", "H", "H", "H", "H", "H", "H", "H", "H", "H", "H"], "positions_angstrom": [[-0.137, 1.458, -0.922], [0.966, 0.417, -0.902], [0.719, -0.829, -0.022], [1.753, -1.325, 0.630], [3.453, -1.288, 0.573], [-0.496, -1.278, 0.182], [-2.309, -1.032, -0.515], [-3.369, -0.535, 1.268], [-1.084, 1.017, -1.361], [-0.377, 2.019, 0.052], [0.002, 2.263, -1.606], [1.868, 0.944, -0.576], [1.142, 0.193, -1.902], [3.566, -1.760, 1.896], [3.582, -2.787, 0.209], [-2.636, -2.320, -0.218], [-2.509, 0.563, 1.246], [-2.487, -1.223, 2.111]], "forces_ev_per_a": [[-2.5, 0.1, 0.9], [-0.6, 1.1, 1.6], [4.4, 1.2, 0.6], [-3.8, -0.2, -1.1], [-0.6, -1.9, -0.5], [-2.7, -0.6, -0.1], [2.8, 0.2, -0.1], [0.2, 0.7, 0.3], [0.8, 0.4, 0.9], [0.4, -1.3, -1.1], [0.9, 0.6, -0.7], [0.1, -0.5, 0.2], [0.3, -1.0, -1.8], [0.3, 0.3, 0.3], [0.0, 1.9, 0.1], [0.2, -1.5, -0.2], [-0.2, 0.9, 0.6], [0.0, -0.3, 0.2]], "nbo_charge": [-0.610, -0.509, 0.649, -0.878, 0.490, -0.741, 0.609, 0.020, 0.197, 0.208, 0.220, 0.225, 0.222, -0.041, -0.035, -0.052, 0.001, 0.026], "energy_ha": -1274.24242, "smiles": "CC/C(=N\\P)O[PH]#[PH2]", "relative_energy_kcal_mol": 13.38}